(1)
A 6-piece molecular cluster, C19H30F6O25S5 overall. Source: the Open Molecules 2025 dataset; level of theory: the ωB97M-V functional and the def2-TZVPD basis.

The frontier orbital gap is 7.86 eV. The highest occupied orbital energy comes out at -10.04 eV. For the lowest unoccupied orbital energy, the calculation gives -2.2 eV.

Element x y z (Å)
1 C 3.943 -1.305 -0.844
2 O 3.004 -0.750 0.152
3 C 2.237 -1.843 0.805
4 C 0.727 -1.953 0.135
5 O 0.631 -3.263 -0.567
6 C -0.658 -3.363 -1.297
7 C -1.910 -3.895 -0.355
8 O -1.544 -4.646 0.721
9 C -3.513 -3.581 -0.713
10 F -4.166 -4.944 -0.721
11 F -3.698 -3.049 -2.092
12 C -4.281 -2.725 0.458
13 F -3.586 -2.738 1.783
14 F -5.599 -3.425 0.690
15 C -4.653 -1.179 0.058
16 F -5.853 -1.061 -0.823
17 F -5.038 -0.499 1.351
18 C -3.394 -0.301 -0.541
19 O -2.601 0.341 0.360
20 O -3.067 -0.119 -1.964
21 H 4.339 -0.389 -1.496
22 H 4.843 -1.799 -0.251
23 H 3.427 -2.095 -1.550
24 H 2.809 -2.842 0.571
25 H 2.142 -1.649 1.963
26 H 0.613 -1.063 -0.617
27 H -0.033 -1.874 1.052
28 H -0.540 -4.162 -2.167
29 H -0.972 -2.360 -1.812
30 H -3.339 0.813 -2.240
31 O -5.058 2.732 -2.588
32 S -5.327 4.037 -2.029
33 O -6.010 5.081 -2.758
34 O -3.928 4.640 -1.448
35 C -4.070 4.914 -0.055
36 C -5.117 3.924 0.451
37 O -6.080 3.832 -0.596
38 H -4.419 5.946 0.056
39 H -3.111 4.797 0.457
40 H -5.587 4.253 1.380
41 H -4.681 2.930 0.596
42 O 9.371 -0.101 -0.018
43 S 8.021 0.162 -0.465
44 O 6.897 -0.670 -0.105
45 O 8.046 0.329 -2.086
46 C 7.543 1.616 -2.440
47 C 7.866 2.520 -1.253
48 O 7.656 1.709 -0.099
49 H 6.462 1.531 -2.588
50 H 8.010 1.967 -3.364
51 H 7.230 3.408 -1.221
52 H 8.917 2.825 -1.264
53 O -4.067 -2.008 7.772
54 S -5.262 -1.444 7.184
55 O -6.309 -0.828 7.966
56 O -5.933 -2.572 6.216
57 C -6.022 -2.064 4.886
58 C -4.876 -1.065 4.753
59 O -4.811 -0.402 6.014
60 H -6.992 -1.569 4.775
61 H -5.945 -2.879 4.161
62 H -5.042 -0.346 3.947
63 H -3.922 -1.578 4.592
64 O -6.530 1.537 -8.707
65 S -5.233 2.086 -8.382
66 O -4.107 2.035 -9.285
67 O -4.770 1.479 -6.941
68 C -4.548 2.548 -6.024
69 C -5.472 3.675 -6.478
70 O -5.440 3.632 -7.903
71 H -3.497 2.847 -6.097
72 H -4.763 2.225 -5.002
73 H -5.146 4.653 -6.114
74 H -6.503 3.492 -6.158
75 O 11.521 -1.768 6.313
76 S 10.326 -1.205 5.725
77 O 9.279 -0.588 6.507
78 O 9.655 -2.332 4.757
79 C 9.566 -1.825 3.427
80 C 10.712 -0.825 3.294
81 O 10.778 -0.162 4.554
82 H 8.597 -1.329 3.315
83 H 9.643 -2.639 2.702
84 H 10.547 -0.106 2.488
85 H 11.666 -1.339 3.133



(2)
An isolated ion of composition C2H3N2O2 and charge +1. Source: the Open Molecules 2025 dataset; level of theory: the ωB97M-V functional and the def2-TZVPD basis.

The frontier orbital gap is 9.02 eV. Its relative energy (zero: lowest compared OMol25 entry of this formula, charge and spin) is 187.4 kcal/mol. The highest occupied orbital energy comes out at -14.81 eV. Its total charge is +1. For the lowest unoccupied orbital energy, the calculation gives -5.8 eV.

Element x y z (Å)
1 C 2.527 -0.742 0.896
2 N 1.583 -0.208 0.449
3 O 0.535 0.281 -0.128
4 N -0.690 -0.275 -0.361
5 C -1.840 0.880 -0.419
6 O -2.990 0.541 -0.751
7 H 3.450 -1.182 1.097
8 H -1.156 -1.182 -0.617
9 H -1.418 1.888 -0.166



Question: The highest frontier orbital gap belongs to which entry?
Answer: C2H3N2O2



Question: Look up the highest occupied orbital energy of the second one.
Answer: -14.81 eV



Copy entry 2 word for word.
An isolated ion of composition C2H3N2O2 and charge +1. Source: the Open Molecules 2025 dataset; level of theory: the ωB97M-V functional and the def2-TZVPD basis.

The frontier orbital gap is 9.02 eV. Its relative energy (zero: lowest compared OMol25 entry of this formula, charge and spin) is 187.4 kcal/mol. The highest occupied orbital energy comes out at -14.81 eV. Its total charge is +1. For the lowest unoccupied orbital energy, the calculation gives -5.8 eV.

Element x y z (Å)
1 C 2.527 -0.742 0.896
2 N 1.583 -0.208 0.449
3 O 0.535 0.281 -0.128
4 N -0.690 -0.275 -0.361
5 C -1.840 0.880 -0.419
6 O -2.990 0.541 -0.751
7 H 3.450 -1.182 1.097
8 H -1.156 -1.182 -0.617
9 H -1.418 1.888 -0.166



Question: lowest unoccupied orbital energy of number 1 (C19H30F6O25S5)?
Answer: -2.2 eV